128
Properties=species:S:1:pos:R:3:forces:R:3 method="wB97M-V/def2-TZVPD" e_above_lowest_kcal_mol=291.63 multiplicity=1 energy_ev=-62030.192 total_charge=0
C 3.824 1.884 -1.684 -0.94 -1.51 0.96
O 3.586 3.248 -1.742 1.30 0.41 -1.58
H 4.785 1.646 -1.199 -0.29 -0.04 -0.04
H 3.728 1.299 -2.589 0.50 0.61 -0.93
H 2.937 1.465 -1.158 0.87 -0.24 0.46
H 2.887 3.343 -1.127 -1.24 0.98 1.13
C 0.913 4.765 -0.808 -1.83 0.54 -2.50
O 1.671 4.130 0.074 3.46 -0.55 2.46
H 0.644 4.000 -1.534 -0.57 0.35 -0.79
H 1.366 5.617 -1.309 0.39 0.00 0.24
H 0.051 5.066 -0.269 -1.44 0.97 -0.07
H 1.105 3.474 0.464 -0.10 -1.00 0.20
C -4.053 -2.509 -0.290 0.28 0.76 2.58
O -2.753 -2.070 -0.692 0.28 0.33 0.50
H -4.882 -1.733 -0.206 1.57 -0.44 -0.14
H -3.957 -3.015 0.715 -0.37 0.43 -1.03
H -4.359 -3.202 -0.986 -0.93 -1.72 -1.56
H -2.054 -2.441 -0.097 -1.18 0.44 -0.35
C -2.737 -1.774 -3.825 -1.26 0.55 1.56
O -3.480 -1.213 -4.926 4.40 -2.56 -1.65
H -2.510 -0.922 -3.122 0.34 -0.92 -0.60
H -1.826 -2.447 -3.931 -1.10 1.29 -1.06
H -3.446 -2.407 -3.268 0.22 0.00 0.09
H -4.228 -0.803 -4.603 -2.61 1.23 1.38
C -3.012 -0.721 2.134 -0.88 -0.47 0.69
O -3.295 -0.009 3.342 1.17 0.73 -0.82
H -3.675 -1.594 2.286 0.39 0.30 -1.53
H -1.995 -1.046 1.973 0.60 -0.21 0.83
H -3.139 -0.050 1.288 -0.94 -0.17 -0.15
H -3.721 -0.605 3.925 -0.46 -0.56 1.00
C -2.463 3.831 -1.903 -1.05 -0.48 -1.05
O -1.577 2.853 -2.428 -0.03 0.17 -0.07
H -3.005 4.218 -2.756 -0.96 -0.03 -0.17
H -1.880 4.692 -1.670 0.25 0.59 1.58
H -3.188 3.382 -1.156 1.29 0.86 -0.82
H -0.986 3.378 -2.988 0.22 -0.80 0.11
C -0.237 0.593 -0.482 4.77 6.99 0.40
O 0.450 1.769 -0.528 -2.75 -4.35 0.12
N -1.364 0.403 -1.033 -4.57 2.19 -3.05
N 0.269 -0.408 0.098 0.80 -4.50 2.24
H -1.637 1.287 -1.503 -0.48 -0.76 0.15
H -1.941 -0.435 -1.096 0.41 0.05 0.31
H 1.188 -0.344 0.436 1.25 0.21 0.81
H -0.293 -1.253 0.279 0.92 0.82 -0.21
C 3.470 -3.038 2.259 0.03 1.11 -0.28
C 4.441 -3.037 1.098 -5.14 -5.45 -1.12
C 3.778 -2.774 -0.236 1.21 -1.88 -0.56
O 5.401 -2.235 1.217 7.79 4.94 2.75
H 3.262 -4.031 2.394 -0.85 -2.67 0.77
H 2.531 -2.590 1.958 -0.17 0.71 0.55
H 3.906 -2.683 3.199 -0.24 0.37 -0.28
H 4.815 -4.059 1.024 0.14 -0.65 -0.04
H 3.240 -3.646 -0.641 0.12 0.32 0.42
H 4.613 -2.590 -0.921 -0.43 0.37 -0.14
H 3.114 -1.977 -0.138 -1.10 1.50 -0.44
H 5.969 -2.526 2.006 -1.04 1.05 -1.70
C -2.020 3.126 1.028 -0.89 -2.13 0.51
C -1.484 2.558 2.361 2.91 1.48 -2.85
C -0.508 3.547 2.903 2.12 1.54 -1.56
O -2.348 2.436 3.329 -4.07 -1.94 3.14
H -2.411 2.270 0.496 0.24 -0.48 -0.68
H -1.269 3.593 0.466 0.96 0.31 -0.87
H -2.896 3.728 0.998 -0.63 1.12 1.10
H -0.952 1.591 2.128 -0.27 0.68 -0.01
H 0.170 3.080 3.649 -0.47 0.73 -0.19
H -1.011 4.498 3.194 0.07 -1.00 0.56
H 0.079 3.948 2.025 0.17 -0.61 1.11
H -2.723 1.528 3.322 -0.14 0.82 0.38
C 0.467 -0.504 3.416 0.74 1.38 -0.77
C 1.478 -0.810 4.488 3.01 5.66 -2.05
C 1.813 0.331 5.475 -1.61 2.38 -2.59
O 1.258 -1.783 5.250 -4.50 -8.68 5.20
H 0.897 0.368 2.851 -0.27 -0.95 0.19
H -0.503 -0.129 3.706 -0.38 -0.22 0.73
H 0.333 -1.322 2.706 0.15 -0.05 0.12
H 2.396 -1.172 4.077 1.19 1.38 -2.10
H 2.701 0.261 6.043 0.99 -0.63 0.55
H 0.965 0.593 6.096 -0.28 -0.54 0.40
H 1.892 1.233 4.874 0.50 0.53 -0.02
H 1.913 -1.822 5.931 0.29 -0.26 0.56
C 0.522 -3.525 -1.139 -0.61 1.06 -1.30
C -0.355 -3.916 0.018 4.57 -9.36 -4.44
C 0.469 -4.896 0.898 0.17 0.72 2.06
O -0.618 -2.977 0.779 -2.74 7.59 7.64
H 0.805 -4.376 -1.783 0.02 0.44 0.42
H 1.338 -2.830 -0.911 0.04 -0.76 0.38
H -0.114 -2.860 -1.713 -0.19 0.01 -0.79
H -1.220 -4.458 -0.416 -0.05 0.16 0.31
H 0.933 -5.744 0.479 0.27 -1.03 -0.90
H -0.164 -5.243 1.744 0.07 -0.06 -0.45
H 1.319 -4.342 1.445 -1.19 -0.41 -1.15
H -0.375 -3.185 1.737 -0.71 0.66 -1.75
C -5.024 0.676 -1.707 0.24 -0.16 -0.91
C -5.344 1.040 -3.130 4.14 5.61 2.33
C -4.140 1.556 -3.929 1.63 2.66 2.10
O -5.708 0.080 -3.848 -5.64 -8.56 -5.49
H -4.688 1.500 -1.149 -0.24 1.40 0.96
H -4.171 0.055 -1.659 1.08 -1.11 -0.40
H -5.807 0.110 -1.271 -1.04 -0.11 0.67
H -6.167 1.695 -3.222 -0.47 2.22 1.11
H -3.163 1.035 -3.766 -1.00 0.39 0.13
H -4.048 2.602 -3.624 0.80 0.10 0.17
H -4.250 1.677 -4.983 -0.76 -0.60 -0.85
H -6.451 0.443 -4.390 1.05 -1.56 0.22
C 0.671 -1.259 -4.833 1.16 -0.32 -0.46
C 0.674 -0.658 -3.464 4.62 -3.81 -0.82
C 2.064 -0.756 -2.880 0.43 -2.24 -0.92
O 0.292 0.563 -3.382 -1.25 5.90 -2.32
H 1.061 -2.282 -4.878 -0.55 -0.14 0.55
H 1.331 -0.797 -5.559 -0.21 0.86 -0.12
H -0.347 -1.197 -5.059 -1.46 -0.22 -1.53
H 0.022 -1.251 -2.951 -1.76 -2.06 1.92
H 2.282 -1.846 -2.799 0.38 0.55 -0.12
H 2.076 -0.377 -1.890 0.34 0.77 0.79
H 2.770 -0.291 -3.597 -0.23 -0.12 0.75
H -0.270 0.637 -2.652 -1.25 0.79 1.43
C 3.076 2.272 1.789 -0.15 0.15 1.16
C 3.770 0.938 1.705 8.66 9.17 2.06
C 4.512 0.659 3.003 1.29 -0.71 0.21
O 3.040 0.035 1.383 -8.44 -9.67 -3.67
H 3.263 2.670 2.773 -0.85 0.26 0.69
H 2.054 2.146 1.495 -0.76 0.03 0.35
H 3.482 3.031 1.170 0.49 0.39 -0.96
H 4.468 1.216 0.899 0.88 -0.74 0.12
H 5.163 1.467 3.240 0.56 0.91 0.20
H 5.186 -0.243 3.083 -0.96 0.56 -0.57
H 3.781 0.617 3.779 -0.49 -0.20 0.70
H 3.520 -0.712 1.029 0.24 -0.20 0.07

---

16
Properties=species:S:1:pos:R:3:forces:R:3 method="wB97M-V/def2-TZVPD" e_above_lowest_kcal_mol=47.80 multiplicity=1 energy_ev=-29030.608 total_charge=0
C -1.467 0.276 -0.162 1.54 2.26 -0.03
C -0.246 1.317 -0.307 -2.76 0.05 -0.25
C 1.096 0.794 0.180 1.28 0.48 -0.22
C 1.355 -0.599 -0.421 -1.00 -0.23 4.84
C 0.356 -1.590 0.365 0.95 3.79 -0.43
O -3.892 -0.230 0.311 -1.18 -0.71 -0.09
S -1.320 -1.380 -0.205 -0.37 -2.08 0.05
S -2.974 0.870 0.030 1.00 0.73 0.17
H -0.158 1.487 -1.397 -0.16 0.30 0.49
H -0.802 2.184 0.216 1.93 -0.65 -0.83
H 2.025 1.415 0.021 -1.34 0.09 -0.74
H 1.153 0.783 1.252 -0.44 -0.58 0.77
H 1.466 -0.580 -1.440 -0.73 -0.30 -2.70
H 2.299 -0.943 -0.069 1.11 -0.06 0.37
H 0.677 -2.556 0.172 0.23 -2.06 0.05
H 0.433 -1.249 1.455 -0.06 -1.01 -1.44

---

49
Properties=species:S:1:pos:R:3:forces:R:3 method="wB97M-V/def2-TZVPD" e_above_lowest_kcal_mol=0.00 multiplicity=1 energy_ev=-48175.965 total_charge=0
C -3.788 -2.620 1.881 -0.24 0.05 0.10
H -3.840 -1.605 2.287 0.00 -0.03 -0.02
H -3.952 -3.340 2.681 -0.04 0.07 -0.06
H -4.559 -2.751 1.116 0.04 0.02 0.03
O -2.503 -2.903 1.374 0.29 0.01 -0.15
C -1.975 -2.064 0.448 0.32 0.01 -0.25
C -2.675 -1.025 -0.158 -0.41 0.02 0.07
C -2.025 -0.205 -1.072 0.31 -0.30 0.01
C -0.687 -0.422 -1.398 -0.13 0.26 -0.18
C -0.002 -1.466 -0.799 -0.40 0.09 0.02
C -0.644 -2.291 0.116 -0.16 -0.07 0.10
H -0.126 -3.104 0.600 0.10 -0.12 0.10
N 1.355 -1.721 -1.046 -0.24 -0.50 0.19
C 2.280 -0.903 -1.614 0.44 -0.16 -0.29
O 2.027 0.132 -2.187 -0.07 0.04 -0.19
C 3.707 -1.431 -1.477 -0.06 0.19 -0.18
C 4.139 -1.662 -0.041 0.01 0.85 0.27
H 3.429 -2.221 0.562 -0.03 -0.10 0.08
H 5.111 -2.149 0.007 0.08 0.05 0.12
S 4.390 -0.070 0.835 -0.10 -0.30 0.32
O 4.670 -0.401 2.207 -0.27 -0.20 0.09
O 5.367 0.693 0.111 -0.10 0.12 -0.45
C 2.809 0.774 0.756 0.79 -0.17 -0.12
C 2.694 1.900 -0.040 0.24 -0.01 0.05
C 1.480 2.553 -0.175 -0.28 -0.04 0.22
C 0.404 2.022 0.513 0.49 -0.33 0.22
C 0.541 0.888 1.330 0.72 0.41 -0.51
C 1.747 0.240 1.471 -0.68 0.07 0.24
H 1.873 -0.620 2.106 -0.05 -0.17 0.13
O -0.670 0.589 1.881 0.01 -0.28 0.27
C -1.571 1.498 1.418 -0.61 0.48 -0.12
O -2.738 1.505 1.699 -0.03 -0.15 0.18
N -0.917 2.388 0.600 0.21 -0.25 0.16
C -1.560 3.467 -0.096 -0.12 0.12 -0.14
H -2.576 3.550 0.288 0.06 0.03 -0.04
H -1.590 3.258 -1.167 -0.02 0.03 0.02
H -1.023 4.399 0.083 -0.03 0.01 0.02
H 1.377 3.421 -0.804 0.00 0.12 -0.10
H 3.574 2.243 -0.560 0.05 0.07 -0.12
H 4.375 -0.692 -1.923 -0.11 -0.10 -0.10
H 3.791 -2.360 -2.049 0.02 0.02 0.04
H 1.690 -2.576 -0.625 0.03 0.18 -0.09
H -0.201 0.229 -2.103 0.03 0.05 -0.06
O -2.612 0.854 -1.693 0.32 -0.11 0.00
C -3.964 1.140 -1.405 -0.27 0.04 0.09
H -4.618 0.317 -1.707 0.03 0.02 0.00
H -4.107 1.356 -0.342 0.00 -0.02 -0.06
H -4.208 2.023 -1.994 -0.03 -0.05 0.04
H -3.701 -0.840 0.103 -0.10 0.04 0.05

---

10
Properties=species:S:1:pos:R:3:forces:R:3 method="wB97M-V/def2-TZVPD" e_above_lowest_kcal_mol=68.96 multiplicity=1 energy_ev=-89138.517 total_charge=0
C 0.113 -2.106 -0.148 -1.25 -1.65 -0.37
C 0.319 0.589 0.900 2.67 4.08 -1.31
O -0.692 -2.701 -0.761 1.50 1.26 0.95
O -0.462 0.084 -1.486 -1.38 1.22 -1.46
O 1.946 -0.315 -1.031 0.73 0.40 0.17
S 0.592 -0.236 -0.604 -0.04 -1.55 -0.01
Br -2.834 2.230 -0.382 0.01 -0.03 -0.07
H -0.525 1.260 0.774 -0.31 -0.44 0.23
H 0.304 -0.096 1.651 -0.44 -1.92 2.25
H 1.239 1.289 1.087 -1.48 -1.36 -0.38

---

11
Properties=species:S:1:pos:R:3:forces:R:3 method="wB97M-V/def2-TZVPD" e_above_lowest_kcal_mol=96.28 multiplicity=1 energy_ev=-9784.014 total_charge=0
C -1.508 0.955 -0.091 -0.42 -0.83 -0.23
C 0.763 0.296 -0.016 1.05 -3.93 0.33
N -0.295 1.072 0.243 -0.31 2.20 1.35
O 1.825 0.363 0.804 -0.86 -0.53 -2.09
O -0.416 -1.539 0.466 1.62 0.50 -1.40
O 1.212 -0.183 -1.192 0.10 2.14 -0.21
H -2.349 1.609 0.350 1.69 -0.80 -0.90
H -1.712 0.107 -0.756 -0.74 0.19 0.26
H 1.569 0.642 1.658 -0.69 0.78 1.60
H 0.010 -2.270 -0.069 -0.65 0.92 1.14
H 0.900 -1.052 -1.395 -0.80 -0.64 0.15